{
  "formula": "C66H86BrGeNO2P3SiSn",
  "method": "the ωB97M-V functional and the def2-TZVPD basis",
  "orbital_gap_ev": 5.797,
  "total_energy_ev": -243559.4937,
  "de_lowest_kj_mol": 38.2,
  "homo_ev": -3.53,
  "charge": -1,
  "symbols": ["Sn", "C", "C", "C", "P", "C", "C", "C", "C", "C", "C", "C", "C", "C", "Si", "C", "C", "C", "C", "C", "C", "P", "C", "C", "C", "C", "C", "C", "C", "C", "C", "C", "C", "C", "P", "C", "C", "C", "C", "C", "C", "H", "H", "H", "H", "H", "H", "H", "H", "H", "H", "H", "H", "H", "H", "H", "H", "H", "H", "H", "H", "H", "H", "H", "H", "H", "H", "H", "H", "H", "H", "H", "H", "H", "H", "H", "H", "H", "H", "H", "H", "H", "H", "H", "H", "H", "H", "H", "H", "H", "H", "H", "H", "H", "H", "O", "C", "O", "C", "C", "Ge", "C", "C", "C", "C", "C", "C", "C", "C", "C", "C", "C", "C", "C", "C", "C", "C", "C", "C", "H", "H", "H", "H", "H", "H", "H", "H", "H", "H", "H", "H", "H", "H", "H", "H", "H", "H", "H", "C", "C", "C", "C", "H", "H", "H", "H", "H", "H", "H", "H", "H", "Br", "C", "C", "C", "C", "C", "N", "H", "H", "H", "H"],
  "coordinates": [[-0.670, -1.063, 0.567], [1.271, -0.361, -3.357], [1.482, 1.107, -3.012], [1.664, 1.963, -4.258], [2.788, 1.323, -1.664], [4.368, 1.738, -2.629], [5.412, 2.240, -1.633], [4.916, 0.518, -3.361], [2.224, 3.002, -1.170], [2.687, 4.179, -1.754], [2.160, 5.407, -1.404], [1.166, 5.470, -0.448], [0.719, 4.303, 0.146], [1.223, 3.053, -0.197], [0.502, 1.455, 0.643], [-1.205, 2.285, 1.015], [-1.468, 2.914, 2.226], [-2.629, 3.636, 2.436], [-3.554, 3.757, 1.414], [-3.336, 3.102, 0.216], [-2.189, 2.341, 0.019], [-1.890, 1.386, -1.514], [-2.103, 2.665, -2.908], [-3.475, 3.135, -3.394], [-1.230, 3.868, -2.561], [-3.366, 0.235, -1.669], [-3.273, -0.449, -3.031], [-4.780, 0.703, -1.354], [1.378, 1.646, 2.357], [1.934, 2.851, 2.775], [2.474, 3.018, 4.036], [2.457, 1.965, 4.936], [1.973, 0.738, 4.525], [1.454, 0.570, 3.246], [1.105, -1.114, 2.649], [2.884, -1.524, 2.199], [3.066, -3.016, 1.968], [4.007, -1.017, 3.097], [0.792, -2.184, 4.173], [-0.167, -1.593, 5.211], [0.230, -3.522, 3.688], [0.455, -0.464, -4.074], [0.997, -0.909, -2.456], [2.165, -0.806, -3.787], [0.573, 1.440, -2.496], [2.502, 1.623, -4.861], [1.818, 3.005, -3.987], [0.764, 1.910, -4.870], [4.170, 2.516, -3.374], [5.618, 1.467, -0.895], [5.068, 3.127, -1.102], [6.343, 2.486, -2.147], [5.162, -0.273, -2.657], [5.819, 0.791, -3.909], [4.194, 0.130, -4.073], [3.469, 4.166, -2.498], [2.522, 6.305, -1.887], [0.735, 6.419, -0.164], [-0.058, 4.375, 0.890], [-0.735, 2.842, 3.018], [-2.803, 4.119, 3.389], [-4.454, 4.341, 1.557], [-4.067, 3.189, -0.573], [-1.633, 2.131, -3.748], [-4.028, 3.659, -2.618], [-4.078, 2.309, -3.763], [-3.328, 3.832, -4.224], [-1.670, 4.440, -1.744], [-1.110, 4.530, -3.421], [-0.241, 3.546, -2.242], [-3.116, -0.530, -0.927], [-3.519, 0.224, -3.850], [-3.955, -1.298, -3.077], [-2.261, -0.820, -3.191], [-5.124, 1.499, -2.009], [-4.837, 1.036, -0.323], [-5.457, -0.144, -1.473], [1.940, 3.690, 2.096], [2.904, 3.969, 4.321], [2.844, 2.082, 5.939], [2.048, -0.102, 5.200], [2.966, -1.003, 1.236], [3.034, -3.564, 2.907], [4.036, -3.199, 1.511], [2.286, -3.392, 1.313], [4.950, -1.151, 2.571], [4.059, -1.574, 4.030], [3.897, 0.038, 3.322], [1.767, -2.355, 4.647], [-0.012, -2.084, 6.175], [-1.198, -1.757, 4.916], [-0.027, -0.525, 5.343], [-0.075, -4.143, 4.530], [0.955, -4.084, 3.108], [-0.639, -3.360, 3.053], [-2.470, -4.674, 0.506], [-2.788, -3.820, -0.317], [-2.524, -2.596, -0.283], [-3.525, -4.287, -1.611], [-2.484, -4.197, -2.710], [-3.014, -4.614, -4.600], [-2.739, -2.990, -5.709], [-3.817, -2.338, -6.295], [-3.638, -1.171, -7.013], [-2.370, -0.633, -7.152], [-1.287, -1.265, -6.563], [-1.476, -2.429, -5.842], [-1.808, -6.093, -5.176], [-2.318, -7.300, -5.636], [-1.484, -8.361, -5.943], [-0.115, -8.227, -5.801], [0.410, -7.029, -5.351], [-0.432, -5.979, -5.028], [-4.819, -5.268, -5.113], [-5.058, -5.469, -6.469], [-6.268, -5.964, -6.913], [-7.263, -6.271, -6.000], [-7.037, -6.079, -4.649], [-5.824, -5.577, -4.210], [-4.369, -3.626, -1.822], [-3.870, -5.313, -1.469], [-1.665, -4.877, -2.468], [-2.083, -3.182, -2.700], [-4.811, -2.752, -6.182], [-4.488, -0.680, -7.469], [-2.224, 0.284, -7.704], [-0.294, -0.850, -6.670], [-0.631, -2.910, -5.368], [-3.387, -7.410, -5.755], [-1.904, -9.291, -6.300], [0.541, -9.057, -6.028], [1.481, -6.910, -5.261], [-0.012, -5.057, -4.651], [-4.276, -5.228, -7.179], [-6.436, -6.115, -7.970], [-8.212, -6.655, -6.344], [-7.811, -6.326, -3.936], [-5.656, -5.419, -3.154], [-3.614, 0.237, 4.072], [-3.284, 0.001, 2.592], [-4.333, -0.904, 1.967], [-1.894, -0.610, 2.477], [-4.579, 0.730, 4.190], [-2.854, 0.861, 4.539], [-3.656, -0.708, 4.610], [-3.310, 0.972, 2.091], [-4.382, -1.851, 2.501], [-4.068, -1.119, 0.939], [-5.317, -0.439, 1.991], [-1.965, -1.606, 2.930], [-1.230, -0.014, 3.116], [3.487, -2.294, -1.353], [2.246, -3.725, -1.403], [2.481, -4.796, -2.247], [1.583, -5.850, -2.183], [0.521, -5.774, -1.294], [0.387, -4.642, -0.503], [1.242, -3.635, -0.561], [3.338, -4.807, -2.902], [1.720, -6.724, -2.802], [-0.189, -6.580, -1.209], [-0.430, -4.529, 0.194]],
  "forces_ev_per_angstrom": [[0.0439, -0.3676, -0.1057], [-0.1175, 0.1212, 0.1776], [0.1445, -0.1407, 0.1418], [-0.0373, 0.0058, 0.3090], [0.1849, 0.2885, -0.6739], [-0.2756, -0.0300, 0.2990], [-0.1506, 0.0991, -0.1036], [-0.2147, 0.1808, 0.0041], [0.3525, -0.0415, -0.0949], [0.0868, 0.0405, -0.0309], [0.0819, 0.1566, -0.1239], [-0.0449, 0.0395, 0.1495], [-0.1459, 0.2507, 0.0034], [0.0024, -0.5533, -0.2789], [-0.2445, 0.7157, 0.7706], [0.1904, -0.3108, 0.0349], [-0.0429, 0.0201, 0.2917], [0.0340, 0.0447, 0.1111], [-0.2455, 0.1193, 0.0083], [-0.1075, 0.1126, 0.0707], [-0.0690, -0.0753, -0.2391], [-0.6624, 0.3798, -0.6357], [0.1663, -0.2394, 0.0960], [0.1611, -0.1960, 0.0239], [0.0252, -0.1867, -0.1267], [0.3508, 0.0858, 0.0633], [0.1190, -0.0065, 0.1710], [0.2088, -0.0087, 0.0541], [-0.1069, -0.2200, -0.2239], [0.1586, 0.2793, 0.0484], [0.0246, 0.0806, 0.1662], [0.0402, 0.0044, 0.0729], [-0.0209, 0.1442, 0.2011], [-0.2171, -0.0127, 0.3118], [0.9134, -0.2749, 0.4074], [-0.1856, -0.1052, -0.1570], [-0.1394, 0.0692, -0.0778], [-0.2650, 0.2183, -0.1448], [-0.0105, 0.1092, -0.2095], [0.0802, 0.0918, -0.0121], [0.1337, -0.0596, -0.0640], [-0.1199, -0.0180, -0.1128], [-0.0093, -0.1536, 0.0136], [0.1004, -0.1469, -0.0689], [0.1407, -0.0628, -0.0180], [0.1337, -0.0204, -0.1082], [0.0477, 0.1679, -0.0873], [-0.1027, -0.0240, -0.1203], [-0.0579, -0.0342, 0.0592], [0.0758, -0.0806, 0.1159], [0.0420, 0.0370, 0.0606], [0.0745, 0.0006, -0.0003], [0.0673, -0.1454, 0.0371], [0.0904, -0.0389, -0.0168], [-0.0520, -0.1542, -0.1196], [0.0667, -0.0969, -0.0951], [0.0122, 0.0438, -0.0070], [-0.0278, 0.0882, 0.0381], [-0.0971, 0.0620, 0.0482], [0.0079, 0.0756, 0.1255], [-0.0214, 0.0240, 0.0704], [-0.0331, 0.0293, 0.0001], [-0.0855, -0.0227, -0.0269], [-0.0249, 0.1133, 0.0624], [-0.0706, 0.0510, 0.0617], [-0.1085, -0.0098, 0.0212], [-0.0231, 0.0512, -0.0142], [0.0024, 0.0415, 0.0402], [-0.0397, 0.0349, -0.0727], [0.1013, 0.1011, 0.0180], [-0.0446, -0.0695, -0.0814], [-0.0411, 0.0844, -0.1351], [-0.0535, -0.0870, 0.0022], [0.0902, -0.0975, -0.1090], [-0.0487, 0.1152, -0.0623], [-0.1609, 0.0655, 0.1100], [-0.1019, -0.0837, 0.0264], [0.0438, 0.0553, 0.0293], [-0.0191, 0.0868, 0.0287], [0.0922, 0.0333, 0.0563], [-0.0104, -0.0534, 0.0517], [0.0306, -0.0447, -0.0027], [0.0253, -0.0542, 0.1897], [0.0849, -0.0740, -0.0760], [0.0944, -0.1294, 0.0125], [0.1719, -0.1041, -0.0385], [-0.0109, -0.0674, 0.1863], [0.1714, 0.0687, 0.0257], [-0.0481, 0.0814, -0.1017], [0.0141, -0.0326, 0.0203], [-0.0830, 0.0154, -0.0298], [-0.0969, 0.0642, 0.1100], [-0.0161, 0.0016, 0.0972], [0.0246, -0.0904, -0.0913], [-0.1516, -0.0678, -0.0394], [0.1912, -0.8629, 0.7604], [-0.8382, 0.0290, -0.7689], [-0.2727, 0.5221, 0.0005], [0.1745, 0.0314, 0.4846], [-0.2779, -0.1996, -0.8857], [0.2629, -0.0085, 0.0973], [-0.1491, -0.4794, 0.3635], [-0.1555, -0.1779, 0.0693], [-0.0751, 0.1878, -0.1372], [0.0267, 0.0795, -0.0052], [0.1457, 0.1296, -0.0843], [0.1120, -0.1782, 0.0900], [-0.4174, 0.4452, 0.1530], [-0.1903, 0.0243, -0.0354], [-0.0236, -0.1509, -0.0877], [0.1007, -0.1208, 0.0011], [0.1622, 0.0358, -0.0489], [0.0412, 0.1718, -0.0040], [0.5954, 0.2880, 0.3405], [0.2285, 0.1073, -0.0068], [-0.0712, -0.0534, -0.1809], [-0.0933, -0.0342, -0.0035], [-0.2096, -0.0771, 0.0365], [0.0656, 0.0521, 0.1765], [-0.0466, 0.0040, 0.0749], [-0.0753, 0.0442, -0.0147], [0.0420, 0.0002, -0.1434], [0.0730, 0.0435, -0.1537], [-0.0724, 0.0268, -0.0410], [-0.0365, 0.0346, 0.0121], [0.0027, 0.0637, -0.0708], [0.0730, 0.0548, 0.0376], [0.1579, 0.0330, 0.0046], [-0.0688, -0.0882, -0.0058], [-0.0282, -0.0744, 0.0056], [0.0351, -0.0287, -0.0626], [0.0973, 0.0056, 0.0585], [0.1309, 0.0669, 0.0565], [-0.0023, -0.0159, -0.1161], [-0.0165, -0.0003, -0.0800], [-0.0750, -0.0479, -0.0141], [-0.0692, 0.0084, 0.0882], [-0.0310, -0.0307, 0.1271], [0.0036, 0.1663, -0.2897], [-0.0575, -0.0456, 0.0420], [0.0510, 0.2781, -0.0688], [0.2755, 0.3022, -0.1867], [-0.1599, 0.0685, 0.0248], [0.0895, 0.0946, 0.0896], [0.0277, -0.1886, 0.0795], [-0.0153, -0.0201, -0.0463], [-0.0157, -0.1977, 0.0547], [-0.0504, -0.1776, -0.2101], [-0.1818, 0.0252, 0.0236], [0.1447, -0.1255, -0.0735], [-0.0426, -0.0603, -0.0027], [0.1906, 0.0609, -0.1600], [-0.0496, -0.1562, 0.1495], [0.0101, 0.0141, -0.0825], [-0.0782, 0.0512, 0.2163], [0.1039, -0.0991, -0.0769], [-0.1739, -0.3252, -0.0388], [0.5608, 0.3205, -0.3003], [0.0368, 0.0100, -0.0562], [-0.0067, -0.0476, -0.0584], [-0.1307, -0.0530, 0.0293], [-0.2006, -0.1133, 0.0857]]
}